(1)
ORCA calculation (ωB97M-V/def2-TZVPD) on a cluster of 2 separate species, CH3FOS in total.

```
7
Properties=species:S:1:pos:R:3:forces:R:3
H 1.347358 -0.350918 -1.415280 -0.3203 1.8378 -0.3382
C 0.878833 0.665922 -1.155479 3.0894 -4.7950 3.5049
F -3.468878 1.595229 -0.755650 2.2706 0.8330 2.2542
O 0.062198 1.602671 1.079741 0.4549 0.4317 0.7164
S 1.012704 0.664618 0.471597 -1.7498 0.5115 -2.0389
H 0.529655 1.293590 -1.861937 -1.5855 2.0180 -1.8905
H -2.788000 1.846390 -0.071019 -2.1593 -0.8371 -2.2079
```
Forces are in eV/Å.

## Properties
Net charge: 0
E_tot, eV: -16683.800
LUMO, eV: -0.7

***

(2)
ORCA calculation (ωB97M-V/def2-TZVPD) on a structure of composition C58H63CrN8OP2SSe2Si.

```
137
Properties=species:S:1:pos:R:3:forces:R:3
H 5.048322 -1.568877 0.719601 0.0091 0.0073 -0.0119
C 3.052486 1.390637 -2.453822 0.1150 0.1058 -0.1155
Se -0.392308 3.500293 1.235401 0.0846 0.1373 0.1466
C 5.047741 4.523723 2.026411 0.0189 0.0174 -0.0179
C 0.538125 -3.145247 -4.788199 0.0162 0.0258 0.0741
P 2.711580 0.405172 5.318754 -0.0045 0.2621 -0.1020
N 0.781720 0.346856 1.817083 -0.0772 0.1168 0.6065
C -1.869369 0.361849 -0.385046 -0.1504 0.1703 0.1021
C 1.826336 0.276189 3.749443 -0.3516 0.2399 -0.1652
C 6.488889 -2.244051 5.105888 -0.0377 0.0963 0.0215
H 4.503467 -2.529977 -1.544694 -0.0185 -0.0130 0.0519
H 0.990501 1.408754 -4.539153 0.0078 -0.0009 0.0102
H 3.295902 -2.195697 3.973538 0.0593 -0.0524 0.0567
N 1.163312 -0.896292 2.070912 0.0544 0.0729 0.1381
H 2.230936 -2.199316 -1.427042 0.0633 -0.0620 -0.0394
H 0.030067 -2.707848 9.236946 -0.0311 -0.0031 -0.0024
C 3.183552 3.103967 1.521763 0.0303 0.0012 0.0167
H -1.691555 3.308134 -0.931516 -0.1052 -0.0090 -0.1020
H -1.466244 -1.336803 3.945825 0.0076 0.0149 0.0038
C 5.372664 -0.225779 5.778081 -0.1618 0.1249 -0.0638
C 3.746455 -4.024005 -2.922785 0.0953 -0.0795 0.0407
C -0.617634 2.356208 5.162470 0.1854 -0.0299 -0.0176
H -4.214427 -3.862830 0.357275 0.0010 -0.0411 -0.0392
H 0.324112 5.416825 4.068992 -0.0795 0.0447 0.0247
H -1.824756 1.969711 6.882569 -0.0199 0.0174 -0.0018
H 4.976210 3.162176 0.359254 -0.0134 -0.0079 -0.0028
C -1.988905 -1.092287 3.014393 0.0499 -0.0025 -0.0853
H 2.708502 2.360440 0.890975 0.0265 -0.0098 -0.0158
N 2.467421 0.148691 -0.485998 -0.2077 -0.1310 -0.0908
H 4.428796 -6.058952 -2.562991 0.0191 -0.0053 -0.0218
H 0.019842 -3.438786 6.874759 -0.0128 0.0135 -0.0155
H 4.835151 5.772249 3.756370 -0.0078 0.0181 -0.0131
H 5.075423 1.202099 -3.096680 -0.0068 0.0353 -0.0078
H 5.758568 -4.132047 -3.733595 0.0083 -0.0213 -0.0070
C 4.202419 -0.641813 5.146540 0.1066 -0.2293 -0.0072
C -0.091480 -2.306730 -3.892701 -0.0291 0.0443 0.1307
H -2.194177 -3.561699 -1.654155 0.0296 0.0049 0.0123
H 4.502783 -4.006940 -4.973697 0.0029 0.0184 -0.0201
C 4.800163 -3.668014 -3.981101 -0.0485 -0.0140 0.0504
H -0.547576 1.309674 4.896827 0.0605 -0.0496 -0.0110
C 4.188317 -1.875464 4.490002 0.0287 0.0632 0.0954
H 4.939989 -2.585974 -4.014520 0.0195 0.0093 -0.0294
C 1.189661 4.181839 -2.467199 -0.0092 -0.2819 0.0852
H -1.822657 4.081299 -2.511561 0.0863 0.0246 -0.0745
H 5.384112 0.734833 6.275697 0.0194 0.0050 0.0037
H 5.735652 -0.197813 -1.142477 -0.0222 -0.0588 0.0340
C 0.545034 -1.917278 -2.692851 -0.0414 -0.0829 -0.0777
H -0.751407 1.245484 -4.363908 -0.0384 -0.0626 0.0272
H 2.747360 2.018673 -3.276361 0.0504 -0.0146 -0.0187
H 2.712803 -5.789511 -2.207633 0.0051 -0.0381 0.0115
C -3.490884 -4.454488 2.301119 0.0241 0.1601 -0.1119
H -4.805899 1.692385 0.732949 0.0230 0.0030 0.0233
H -1.493307 -5.072061 -1.019957 -0.0265 -0.0070 0.0237
C 4.454435 3.560738 1.220519 0.0102 -0.0078 -0.0001
C 1.797448 -2.472213 -2.378591 -0.0928 0.1409 0.0025
C 1.073294 -0.878094 8.817699 -0.1190 -0.1821 0.0965
N 0.828927 1.414381 -1.365265 0.0392 0.0469 0.1248
H -0.963192 6.085451 6.078528 0.0266 0.0070 0.0012
H 3.256365 -5.925055 -3.882996 -0.0281 -0.0184 -0.0032
H -4.076090 -0.446061 -2.911329 -0.0641 0.0264 0.0030
P 0.835039 2.902156 2.824401 -0.0884 0.2251 -0.2017
C -1.347650 2.731043 6.278058 -0.0266 -0.0004 0.0370
C 3.091362 4.576159 3.429327 -0.0503 -0.0477 -0.0438
H 1.487870 4.453592 -1.451960 -0.0337 -0.0109 0.0401
H -3.337636 -5.398848 0.358676 0.0169 0.0105 -0.0103
C -0.852040 5.037832 5.829127 -0.0129 0.1012 -0.0134
H -0.067654 2.769985 -4.933915 -0.0052 0.0321 -0.0122
C -1.458769 4.070618 6.617334 -0.0324 -0.0582 0.0576
N -2.112023 -3.739153 0.456287 -0.0260 -0.0460 0.0109
C 0.484808 -2.499274 7.147739 -0.1030 -0.1404 0.0619
H 3.590031 -3.832481 -0.758227 0.0121 0.0187 0.0334
C -1.597887 3.140260 -2.002853 0.2136 -0.1530 -0.0062
H 2.093551 4.115324 -3.074495 0.0105 -0.0132 -0.0136
H -2.355994 2.412628 -2.289207 -0.0143 -0.0605 0.0085
C 0.486039 -2.089380 8.474634 0.0733 0.1409 -0.0410
C 4.293765 -3.599478 -1.558951 -0.0808 -0.0280 -0.1120
N -2.332225 -2.300865 2.289612 -0.0122 0.0808 0.0533
H -2.456957 1.460351 1.360161 0.0481 -0.0263 -0.0438
C -3.356716 -4.396693 0.790137 -0.0144 -0.0341 0.1509
C 1.084112 -1.724602 6.169642 0.0288 0.2375 -0.0414
C 0.020547 3.321856 4.391996 0.1905 -0.0629 -0.1020
N 1.754174 -0.966558 3.220524 0.2053 -0.0139 0.0373
H 0.054333 -3.429522 -5.714465 -0.0068 0.0111 -0.0223
H 7.373770 -2.867659 5.092554 0.0136 0.0007 -0.0248
C 3.523276 -5.545163 -2.896581 0.0441 0.0852 -0.0122
C 5.327168 -2.663083 4.473744 0.0931 -0.1079 -0.0275
H -3.409771 -3.008517 3.905650 -0.0006 0.0059 -0.0044
H -2.641313 -5.004846 2.710657 -0.0286 -0.0462 0.0277
H 0.582850 4.997557 -2.865878 -0.0354 0.0137 -0.0238
H -5.643204 0.749723 -1.399738 -0.0034 0.0211 -0.0009
C -1.567907 -3.993995 -0.866010 0.0302 0.0588 -0.0601
C 2.421915 -3.341983 -3.258595 -0.0072 0.0194 -0.0508
Se 3.241928 2.321418 6.021846 -0.2617 0.0582 -0.1066
C -4.129300 1.158851 0.075027 -0.2680 0.0250 -0.0141
C -0.125447 4.668287 4.710228 0.1089 -0.0279 0.0675
C -2.376557 -0.169197 -1.610138 0.3048 -0.2668 -0.1513
H 6.042527 4.883291 1.793978 0.0063 -0.0035 0.0213
Cr 0.139092 -0.061212 -0.145191 -0.4473 -0.2413 -0.9087
C 4.366634 5.029266 3.123098 0.0192 0.0750 0.0222
S -1.709179 -1.622758 -3.961892 0.0542 0.0465 0.0475
H 2.571068 4.966527 4.292610 0.0261 -0.0463 0.0541
H -4.400809 -2.514896 2.527690 0.0019 0.0082 0.0547
O -0.778148 -1.941954 0.662592 0.2796 0.2594 0.0735
C 3.735513 -0.251835 -0.361132 0.1306 -0.0579 -0.0494
H 1.069953 -2.034902 5.132096 0.0436 -0.0781 0.0405
C 1.154991 1.131435 2.851529 0.3325 -0.2943 0.2446
H -0.577887 -3.553597 -0.935360 -0.0366 -0.0242 -0.0334
C -1.430672 -0.867192 -2.392711 -0.5258 0.1040 -0.1740
C 1.798000 -3.643467 -4.475923 -0.0092 -0.0757 -0.1220
C 1.682990 -0.101835 7.847511 0.0093 0.1316 -0.2082
C 2.106494 1.019730 -1.464597 -0.0618 -0.0123 0.0990
Si 0.145335 2.588433 -2.454734 -0.3096 0.4026 -0.3561
C 6.508738 -1.016138 5.751517 0.1226 -0.1310 -0.0304
C 1.701909 -0.521084 6.519556 -0.0014 -0.2503 0.1827
C 4.711241 0.127049 -1.266840 0.0844 0.0386 0.0460
H 4.088372 -0.473660 1.724429 -0.0273 -0.0515 0.0327
C -3.472950 -3.027510 2.814547 -0.0197 -0.1291 -0.0319
C 4.069807 -1.102342 0.829898 0.0104 0.0552 -0.0285
H 2.141411 0.846761 8.099074 0.0335 -0.0253 0.0217
H 5.306411 -3.613983 3.955646 -0.0085 0.0013 -0.0019
H -2.896676 -0.532486 3.250106 -0.0242 -0.0127 -0.0165
C -1.704444 -2.608435 1.117973 -0.1681 -0.0817 -0.2133
H -2.028814 4.360138 7.491156 0.0033 0.0196 -0.0020
H 3.311374 -1.868066 0.984791 -0.0136 -0.0084 0.0216
H -4.412919 -4.955080 2.598162 -0.0105 0.0161 -0.0038
N -0.189331 -1.093740 -1.903467 0.5873 -0.1399 0.2983
C 0.082777 1.937478 -4.241352 0.0258 0.0720 0.3106
C -4.599956 0.638946 -1.125986 0.0847 0.0003 0.0343
C -2.780541 1.013329 0.425182 0.2319 -0.0459 0.1462
C 2.505371 3.603234 2.633372 -0.1582 -0.0851 0.0714
H -1.356128 -0.468819 2.396056 -0.0122 0.0237 0.0503
C -3.730908 -0.025235 -1.972319 -0.0051 -0.0044 -0.0469
H 5.224624 -4.135022 -1.358798 0.0181 -0.0046 0.0050
H 7.415740 -0.665934 6.227955 -0.0108 -0.0106 0.0354
C 4.340651 0.934761 -2.345998 -0.1581 0.0330 0.0906
H 1.059041 -0.541447 9.846660 0.0157 0.0070 0.0020
H 2.281367 -4.293896 -5.194160 0.0257 -0.0418 0.0481
```
Forces are in eV/Å.

## Properties
Net charge: -1
Spin multiplicity: 5
E_tot, eV: -271549.107
LUMO (spin up / spin down), eV: 2.1 / 2.1
⟨S²⟩: 6.08